# 1
{
  "formula": "C21H34N4S2",
  "method": "ωB97M-V with the def2-TZVPD basis set",
  "elements": ["C", "C", "C", "C", "N", "C", "C", "S", "C", "N", "C", "C", "C", "C", "C", "C", "N", "C", "C", "C", "C", "C", "C", "C", "S", "C", "N", "H", "H", "H", "H", "H", "H", "H", "H", "H", "H", "H", "H", "H", "H", "H", "H", "H", "H", "H", "H", "H", "H", "H", "H", "H", "H", "H", "H", "H", "H", "H", "H", "H", "H"],
  "positions_angstrom": [[-7.05, -1.25, -0.29], [-5.66, -1.25, 0.35], [-5.52, -2.43, 1.31], [-4.53, -1.26, -0.74], [-3.86, -0.02, -0.47], [-2.78, 0.64, -0.97], [-1.98, 0.06, -2.08], [-1.01, -1.37, -1.48], [0.41, -0.54, -0.75], [0.50, 0.68, -0.99], [1.46, 1.63, -0.49], [1.36, 2.89, -1.35], [2.33, 3.96, -0.85], [2.05, 4.30, 0.61], [2.14, 3.05, 1.47], [1.17, 1.98, 0.97], [1.11, -1.44, 0.00], [2.53, -1.38, 0.30], [2.86, -2.43, 1.35], [4.34, -2.37, 1.71], [5.20, -2.58, 0.47], [4.87, -1.53, -0.59], [3.39, -1.59, -0.95], [-2.54, 1.80, -0.32], [-3.70, 2.09, 0.97], [-4.48, 0.59, 0.60], [-5.48, -0.01, 1.10], [-7.80, -1.15, 0.49], [-7.21, -2.17, -0.84], [-7.15, -0.40, -0.97], [-5.67, -3.37, 0.78], [-4.53, -2.43, 1.77], [-6.26, -2.34, 2.10], [-4.94, -1.28, -1.75], [-3.85, -2.11, -0.62], [-2.61, -0.32, -2.88], [-1.24, 0.78, -2.44], [2.49, 1.25, -0.57], [0.34, 3.27, -1.31], [1.58, 2.64, -2.39], [2.23, 4.86, -1.47], [3.35, 3.60, -0.95], [1.05, 4.73, 0.69], [2.76, 5.05, 0.96], [1.91, 3.29, 2.51], [3.16, 2.66, 1.43], [1.24, 1.08, 1.59], [0.14, 2.35, 1.05], [0.76, -2.39, -0.08], [2.74, -0.39, 0.72], [2.25, -2.27, 2.24], [2.62, -3.42, 0.95], [4.57, -3.14, 2.45], [4.57, -1.40, 2.15], [6.26, -2.51, 0.74], [5.02, -3.57, 0.06], [5.47, -1.70, -1.49], [5.11, -0.54, -0.21], [3.15, -0.83, -1.70], [3.15, -2.57, -1.38], [-1.76, 2.51, -0.52]],
  "mulliken_charge": [-1.6997, 2.1019, -1.7247, -1.1622, 0.2143, -0.0032, -1.1139, -0.3191, 0.3593, -0.1982, 0.0980, -0.7270, -0.7419, -0.6472, -0.7664, -0.4474, -0.0763, 0.4340, -1.1575, -0.6588, -0.6818, -0.6825, -0.8086, 0.0811, -0.2612, 0.1523, -0.8322, 0.4071, 0.3696, 0.3901, 0.3713, 0.3800, 0.4166, 0.2759, 0.3460, 0.5024, 0.4565, 0.0401, 0.0853, 0.4029, 0.3894, 0.3102, 0.3260, 0.3598, 0.3563, 0.3282, 0.3918, 0.1561, 0.3987, -0.1315, 0.3781, 0.4316, 0.3783, 0.3083, 0.3445, 0.3267, 0.3453, 0.3316, 0.3216, 0.3629, 0.4112],
  "e_tot_ha": -1836.01716,
  "smiles": "CC1(C)CN2C(CS/C(=N/C3CCCCC3)NC3CCCCC3)=CSC2=N1",
  "homo_ev": -7.12,
  "e_above_lowest_kj_mol": 0.00
}

***

# 2
{
  "formula": "C10H15FN3S",
  "method": "ωB97M-V with the def2-TZVPD basis set",
  "elements": ["C", "C", "C", "C", "C", "C", "C", "C", "C", "C", "N", "N", "N", "F", "S", "H", "H", "H", "H", "H", "H", "H", "H", "H", "H", "H", "H", "H", "H", "H"],
  "positions_angstrom": [[0.99, -3.09, -0.22], [0.55, -2.31, 0.79], [2.28, -2.81, -0.69], [2.57, -1.34, 0.98], [-2.28, 1.78, -1.02], [-1.51, 0.61, -0.62], [-2.93, 2.43, 0.16], [-0.90, 1.11, 0.77], [3.50, -0.46, 1.86], [-3.22, 3.91, -0.24], [3.17, -2.01, -0.05], [1.32, -1.47, 1.43], [2.63, -3.51, -1.78], [-2.19, -0.63, -0.56], [-1.67, 2.33, 1.54], [0.41, -3.93, -0.75], [-0.48, -2.19, 1.19], [-1.60, 2.47, -1.54], [-2.95, 1.39, -1.72], [-0.70, 0.42, -1.34], [-3.86, 1.89, 0.45], [0.13, 0.90, 0.97], [4.26, 0.01, 1.19], [4.16, -1.12, 2.46], [2.99, 0.14, 2.59], [-2.38, 4.26, -0.76], [-3.54, 4.64, 0.57], [-3.94, 3.80, -1.02], [1.77, -3.92, -2.25], [3.42, -3.30, -2.37]],
  "mulliken_charge": [-0.5697, -0.4496, 1.0158, 0.5875, -1.1029, 0.3719, 0.2852, -0.2473, -1.1236, -1.2800, -0.6224, -0.5624, -0.4432, -0.2804, 0.0872, 0.1999, 0.5679, 0.4009, 0.4139, 0.3258, 0.4047, 0.4179, 0.3344, 0.2927, 0.3253, 0.4319, 0.3344, 0.4049, 0.2146, 0.2651],
  "e_tot_ha": -1052.04580,
  "charge": 1,
  "homo_ev": -11.42
}

***

# 3
{
  "formula": "CH3IO3",
  "method": "ωB97M-V with the def2-TZVPD basis set",
  "elements": ["O", "C", "O", "O", "I", "H", "H", "H"],
  "positions_angstrom": [[-0.91, 0.31, 1.07], [-0.18, 0.17, 0.00], [0.68, 1.15, -0.26], [-0.85, -0.29, -1.06], [1.73, -1.69, 0.32], [-0.27, 0.56, 1.76], [1.19, 0.79, -1.10], [-1.39, -1.00, -0.73]],
  "mulliken_charge": [-0.4155, 0.3505, -0.4299, -0.4182, -0.2773, 0.3790, 0.4555, 0.3559],
  "e_tot_ha": -563.30295,
  "smiles": "OC(O)(O)I",
  "homo_ev": -8.73,
  "e_above_lowest_kj_mol": 94.17
}

***

no.,lowest unoccupied orbital energy (eV),F_max (eV Å⁻¹)
1,0.573,0.82
2,-6.397,2.81
3,-0.218,2.94